{"formula": "C3H11N7S", "method": "ωB97M-V/def2-TZVPD", "homo_ev": [-12.42, -17.15], "spin_multiplicity": 3, "energy_ha": -901.6582, "e_above_lowest_kcal_mol": 0.0, "total_charge": 2, "homo_lumo_gap_ha": [0.189, 0.264], "e_lumo_ev": [-7.282, -9.973], "species": ["H", "H", "H", "N", "N", "C", "N", "H", "C", "C", "H", "H", "H", "H", "N", "N", "S", "N", "H", "H", "N", "H"], "coordinates": [[0.45, -2.51, 0.88], [-2.87, 1.49, -2.15], [-0.04, 3.84, 0.89], [2.35, -2.63, -0.06], [-1.08, 1.77, -0.34], [-0.05, 1.79, 0.59], [-0.68, -0.44, -0.83], [-0.99, -1.19, -1.40], [-1.26, 0.67, -1.13], [0.32, -0.66, 0.23], [0.87, 2.90, 2.12], [-2.50, -0.05, -2.58], [-1.04, -1.86, 1.42], [2.75, -3.21, -0.84], [0.54, 0.62, 0.91], [-2.21, 0.83, -2.10], [2.15, -1.06, -0.59], [-0.04, -1.66, 1.03], [-1.65, 2.59, -0.31], [1.44, 0.53, 1.29], [0.21, 2.90, 1.27], [2.97, -2.61, 0.75]], "lowdin_spin": [0.01, 0.00, 0.00, 0.24, 0.02, 0.01, 0.03, 0.00, 0.05, 0.33, 0.00, 0.00, 0.02, 0.01, 0.03, 0.03, 1.12, 0.04, 0.00, 0.02, 0.00, 0.03]}